The following is a DFT calculation (ωB97M-V/def2-TZVPD) of C5H8N2 in the gas phase.

## Properties
Total energy   -304.7232 hartree
SMILES   CC1=C[C@]2(N)N[C@H]12
ΔE to the lowest compared entry with this formula, charge and spin   70.48 kcal per mole
Total charge   0

XYZ file:
```
15
Properties=species:S:1:pos:R:3:forces:R:3:mulliken_charge:R:1
C 0.92753 2.00048 -0.76185 0.01 0.04 0.01 -1.107
C 0.27131 0.78435 -0.21004 -0.10 0.08 0.03 0.548
C -0.87765 0.52440 0.42715 0.07 0.12 0.01 -0.974
C -0.58249 -0.97783 0.48190 -0.11 -0.02 0.00 0.710
N -1.58044 -1.97378 0.33065 0.10 -0.07 -0.16 -0.602
N 0.64906 -1.26794 1.16701 -0.01 0.09 0.26 -0.579
C 0.71364 -0.68275 -0.19192 0.15 -0.03 -0.37 -0.477
H 1.03027 1.90210 -1.84987 0.01 0.02 0.16 0.271
H 0.33258 2.89627 -0.56008 0.10 -0.13 0.00 0.311
H 1.93600 2.14206 -0.35667 -0.13 -0.05 -0.02 0.283
H -1.66069 1.13463 0.86752 0.10 -0.08 -0.09 0.392
H -2.13843 -1.77072 -0.49379 0.01 -0.06 0.11 0.273
H -1.14176 -2.88036 0.20411 -0.07 0.05 0.08 0.268
H 0.86973 -0.60003 1.90388 -0.01 -0.03 -0.12 0.302
H 1.25134 -1.23087 -0.95800 -0.12 0.06 0.09 0.381
```
Positions in Å, forces in eV/Å.


The following is a DFT calculation (ωB97M-V/def2-TZVPD) of C10H10N2S in the gas phase in a non-equilibrium geometry.

## Properties
Total energy   -894.7284 hartree
SMILES   C[C@H]1SCc2nc3ccccc3n21
ΔE to the lowest compared entry with this formula, charge and spin   31.54 kcal per mole
Total charge   0

XYZ file:
```
23
Properties=species:S:1:pos:R:3:forces:R:3:mulliken_charge:R:1
C -1.89864 -1.58848 0.96899 -2.15 0.01 2.77 -1.061
C -1.28835 -1.42306 -0.29962 0.31 -1.45 -4.50 -0.315
S -2.58883 -1.15668 -1.66384 0.01 -1.04 0.17 -0.155
C -2.23061 0.56146 -1.80258 -0.49 1.46 0.07 -0.472
C -0.88853 0.71001 -1.21194 0.14 4.21 -0.14 0.144
N -0.14706 1.83484 -1.08321 -0.67 -2.24 -0.16 -0.809
C 0.87778 1.39402 -0.24328 -1.01 1.91 -0.80 0.798
C 1.99608 2.09445 0.23076 -1.15 0.34 -1.61 -0.835
C 2.82542 1.26546 0.86552 5.52 0.45 1.41 -0.138
C 2.75206 -0.11461 1.14018 -2.86 1.73 -0.89 -0.873
C 1.56719 -0.73460 0.78312 1.37 -1.22 0.06 -0.434
C 0.65601 0.07048 0.08331 3.73 -0.86 2.80 0.482
N -0.46554 -0.28924 -0.45706 -2.39 -1.24 -1.76 0.234
H -2.58949 -0.75988 1.23905 0.42 -0.33 -0.38 0.309
H -1.23034 -1.67827 1.80305 0.73 -0.14 0.34 0.340
H -2.50044 -2.48651 0.93743 -0.22 -0.26 0.17 0.388
H -0.82078 -2.33726 -0.76839 -0.01 0.72 1.18 0.402
H -2.32139 1.02871 -2.77905 0.33 -0.62 -0.47 0.420
H -2.94908 1.15649 -1.23982 0.01 0.01 0.44 0.244
H 2.26075 3.13100 -0.07591 -0.40 -1.00 0.42 0.362
H 3.89542 1.65734 1.04467 -1.78 -0.25 0.16 0.179
H 3.56306 -0.48498 1.66883 1.14 -1.32 0.66 0.484
H 1.52531 -1.85068 0.85976 -0.57 1.14 0.06 0.306
```
Positions in Å, forces in eV/Å.


The following is a DFT calculation (ωB97M-V/def2-TZVPD) of C3H7N3OS in the gas phase in a non-equilibrium geometry.

## Properties
Total energy   -756.0083 hartree
SMILES   [H]/N=C/N(S)/C(CO)=N/[H]
ΔE to the lowest compared entry with this formula, charge and spin   141.80 kcal per mole
Total charge   0

XYZ file:
```
15
Properties=species:S:1:pos:R:3:forces:R:3:mulliken_charge:R:1
H -0.04713 -3.06025 -1.00714 -1.49 -3.89 -2.54 0.209
N 0.06423 -2.23829 -0.57497 -1.64 11.29 -2.44 -0.479
C -0.44052 -1.08474 -1.48139 2.09 -4.94 0.53 -0.037
N -0.10185 0.28917 -1.27137 1.14 -1.32 4.64 -0.041
S 0.98784 1.09117 -2.28020 1.62 0.86 -1.50 -0.208
C 0.31648 0.50426 0.12698 2.75 3.33 3.28 0.713
C -0.70600 0.08870 1.17074 2.70 -0.52 2.99 -0.559
O -0.81582 0.95839 2.33540 0.23 0.39 -0.40 -0.535
N 1.45211 1.13305 0.58792 -4.25 -2.64 -6.10 -0.739
H 1.51054 1.36056 1.53655 -0.69 -0.24 1.91 0.251
H -1.01836 -1.09587 -2.57281 1.64 -0.86 2.94 0.282
H 2.09900 1.26688 -1.40246 -1.44 -0.66 -0.60 0.235
H -1.67692 -0.08830 0.81962 -1.12 -0.91 -0.76 0.339
H -0.10967 -0.76056 1.69875 -1.89 0.62 -1.30 0.265
H -1.51394 1.63584 2.31439 0.36 -0.50 -0.66 0.305
```
Positions in Å, forces in eV/Å.


The following is a DFT calculation (ωB97M-V/def2-TZVPD) of a molecular structure, C22H52NbO10 in a non-equilibrium geometry.

## Properties
Total energy   -1678.2904 hartree
ΔE to the lowest compared entry with this formula, charge and spin   62.04 kcal per mole
Total charge   -1

XYZ file:
```
85
Properties=species:S:1:pos:R:3:forces:R:3:mulliken_charge:R:1
C 0.81934 -5.71538 4.76524 -4.40 2.96 -0.95 -0.387
C -0.40852 -5.22204 4.65733 6.42 -2.62 0.32 -0.098
Nb -2.36447 -4.09600 4.13631 2.68 0.59 -0.16 -0.656
C -1.10844 -2.29906 3.39907 0.85 -0.06 -0.68 -1.193
C -0.90116 -2.46129 1.78502 0.20 -0.20 0.55 0.044
C 0.33918 -1.55402 1.24215 0.10 -0.01 -0.43 0.211
C 1.65693 -2.44972 1.02120 2.82 -0.03 1.52 0.281
O 2.74318 -2.31746 1.65441 -4.40 -0.37 -2.26 -0.591
O 1.58335 -3.49876 0.02672 -0.53 0.76 2.02 -0.470
H 1.96776 -5.81931 4.71192 -2.63 0.00 0.27 0.286
H -2.43977 -3.42091 5.85376 -0.48 -0.16 0.23 0.013
H -3.83224 -3.16671 3.63098 -0.10 -0.13 -0.06 0.043
H -2.32825 -4.86603 2.46205 -0.51 -0.44 -0.05 -0.021
H -3.34623 -5.49884 4.73882 -0.53 -0.04 0.20 0.009
H -0.05827 -2.45428 3.87933 -1.73 0.48 -0.52 0.245
H -1.56293 -1.28490 3.68989 0.90 -1.27 -0.62 0.325
H -1.90712 -2.20789 1.29963 1.60 -0.21 0.36 0.117
H -0.64168 -3.55278 1.48822 -0.65 1.80 0.64 0.328
H 0.05851 -1.05974 0.22946 0.59 -0.86 1.54 -0.102
H 0.57630 -0.72331 2.01741 -0.17 -1.53 -1.44 0.308
H 1.87443 -4.35099 0.45192 -0.07 1.41 -0.45 0.342
C 3.36282 -0.96261 7.13153 0.00 0.00 0.16 -0.686
O 2.45001 -0.54569 8.13743 0.00 -0.10 -0.33 -0.384
C 1.14407 -0.30210 7.61453 -0.08 -0.13 0.56 -0.473
C 0.19351 -1.45179 7.93625 0.08 -0.09 -0.68 -0.567
O 0.56111 -2.63417 7.23090 0.29 0.21 0.48 -0.168
C 1.23294 -3.57033 8.05994 -0.10 -0.04 -0.26 -0.815
H 4.27228 -1.31638 7.62207 -0.10 0.08 0.05 0.245
H 2.95547 -1.77694 6.52647 -0.03 0.07 -0.01 0.284
H 3.61994 -0.11519 6.48802 0.02 -0.06 -0.12 0.318
H 1.18224 -0.11568 6.53575 -0.02 -0.14 0.05 0.303
H 0.77185 0.60672 8.09981 -0.02 0.00 -0.02 0.368
H -0.81179 -1.18100 7.60071 -0.03 0.01 0.00 0.369
H 0.15246 -1.63667 9.01601 0.10 0.06 -0.04 0.341
H 0.52126 -4.02827 8.75457 0.06 -0.04 0.08 0.291
H 2.04961 -3.10481 8.61919 -0.03 0.05 0.05 0.367
H 1.64963 -4.35227 7.42191 -0.18 0.09 -0.04 0.167
C -5.62745 -2.01368 -0.61513 0.10 0.00 0.23 -0.804
O -4.30377 -1.59217 -0.32091 -0.22 0.10 -0.46 -0.305
C -3.51374 -1.42953 -1.49703 0.21 0.30 0.54 -0.674
C -3.36159 0.04372 -1.86329 -0.23 -0.41 -0.40 -0.025
O -4.60785 0.60224 -2.28389 -0.01 0.10 0.38 -0.423
C -5.21264 1.39367 -1.27131 -0.03 -0.09 -0.21 -0.703
H -6.22246 -1.92856 0.29641 0.17 -0.03 -0.01 0.265
H -6.08794 -1.39401 -1.38986 0.04 -0.02 -0.04 0.323
H -5.62228 -3.06123 -0.93225 -0.09 0.00 -0.06 0.298
H -3.93213 -2.00108 -2.33292 -0.03 0.11 0.01 0.399
H -2.52268 -1.83846 -1.27316 0.00 0.01 -0.04 0.336
H -2.67453 0.12599 -2.70987 0.07 0.02 0.06 0.300
H -2.93989 0.61345 -1.02800 -0.07 -0.11 -0.03 0.121
H -4.66134 2.33274 -1.15542 -0.01 0.04 0.13 0.289
H -5.25228 0.86704 -0.31427 0.06 0.02 -0.01 0.317
H -6.23353 1.62480 -1.58323 0.11 -0.03 -0.07 0.255
C 2.41260 3.31735 -1.97177 -0.05 0.17 0.08 -0.651
O 1.38858 4.19949 -2.41037 0.03 -0.38 -0.05 -0.400
C 0.57983 3.62276 -3.43530 -0.28 0.42 0.26 -0.284
C -0.76148 3.14900 -2.88265 0.35 -0.48 -0.16 -0.697
O -0.59175 2.03901 -2.00199 0.05 0.43 0.13 -0.202
C -0.68654 2.41621 -0.63463 0.02 -0.22 -0.04 -0.645
H 2.85956 3.73655 -1.06800 -0.08 0.05 -0.11 0.252
H 2.01970 2.32473 -1.73631 0.01 0.02 -0.06 0.296
H 3.18831 3.23661 -2.74009 0.05 -0.12 0.01 0.268
H 1.10791 2.80537 -3.93815 -0.08 0.00 0.07 0.228
H 0.39584 4.40890 -4.17510 -0.01 -0.06 -0.03 0.342
H -1.38177 2.80292 -3.71456 -0.02 0.04 -0.04 0.370
H -1.29102 3.96793 -2.38252 0.12 -0.02 -0.01 0.403
H -1.72746 2.64574 -0.38428 0.01 0.09 0.10 0.297
H -0.05237 3.27671 -0.40625 -0.04 0.01 -0.04 0.413
H -0.35927 1.57176 -0.02432 -0.06 0.01 -0.13 0.050
C 3.35763 4.87836 -9.02603 0.11 -0.11 -0.12 -0.702
O 4.23047 3.81691 -8.66565 -0.29 0.19 0.22 -0.374
C 4.33675 3.66007 -7.25115 0.16 -0.50 -0.27 -0.560
C 3.50985 2.47491 -6.76054 -0.21 0.51 0.20 -0.446
O 2.11247 2.72496 -6.91034 0.22 -0.14 -0.32 -0.267
C 1.56104 2.05054 -8.03316 -0.12 0.06 0.14 -0.812
H 3.17094 4.81622 -10.10013 0.11 -0.05 0.08 0.244
H 2.39998 4.81149 -8.50277 0.05 0.02 0.03 0.298
H 3.83248 5.84041 -8.80906 -0.10 0.07 0.03 0.326
H 4.04904 4.58069 -6.73179 -0.09 -0.09 -0.02 0.332
H 5.39176 3.46592 -7.03124 -0.03 0.00 0.04 0.371
H 3.69520 2.33579 -5.69161 0.05 -0.02 0.01 0.351
H 3.79996 1.55345 -7.27776 0.00 0.12 -0.03 0.345
H 1.49770 0.97741 -7.82697 0.01 -0.03 -0.12 0.319
H 2.15074 2.21968 -8.93792 0.03 -0.03 0.04 0.337
H 0.55210 2.43378 -8.19936 0.09 0.00 0.12 0.237
```
Positions in Å, forces in eV/Å.